Formula: C14H12N6ORhS2
Source: OMol25
Level of theory: wB97M-V/def2-TZVPD

```
36
Properties=species:S:1:pos:R:3:nbo_charge:R:1
Rh 0.37407 0.65577 -0.33356 0.688
S 0.03628 -0.07356 1.80080 0.201
C -1.02653 -1.34081 1.22243 -0.241
S -1.13142 -1.06020 -0.48038 0.117
C -1.60037 -2.34440 1.95830 -0.394
C -2.95848 -2.75557 1.69097 0.260
N -4.05854 -3.04752 1.52189 -0.267
C -0.81135 -3.00598 2.97414 0.267
N -0.09899 -3.52836 3.71204 -0.283
C -2.90966 3.95332 -1.21951 -0.122
C -2.68045 3.63080 0.10582 -0.225
C -1.80581 2.60289 0.40333 0.066
N -1.18200 1.91450 -0.56461 -0.418
C -1.40779 2.22205 -1.85160 0.030
C -2.26480 3.23476 -2.21678 -0.214
H -3.58918 4.75547 -1.47777 0.244
H -3.16966 4.16334 0.90917 0.250
H -1.59670 2.30355 1.41956 0.234
H -0.89487 1.62616 -2.59854 0.215
H -2.42574 3.45074 -3.26306 0.246
C 4.74522 2.18508 -1.70975 -0.403
N 4.10046 0.88607 -1.43931 -0.378
C 4.77451 -0.30362 -1.50268 0.126
C 4.19033 -1.47985 -1.21327 -0.346
C 2.81241 -1.46684 -0.83674 0.499
N 2.16887 -0.29712 -0.81658 -0.593
C 2.79323 0.87614 -1.07519 0.763
O 2.11590 1.92758 -0.92535 -0.671
N 2.13661 -2.55774 -0.52071 -0.710
H 5.80220 2.01871 -1.89209 0.225
H 4.61814 2.83785 -0.85130 0.240
H 4.29184 2.65096 -2.58004 0.233
H 5.81354 -0.23854 -1.79297 0.242
H 4.74762 -2.40384 -1.26308 0.258
H 2.57862 -3.46060 -0.49768 0.426
H 1.15717 -2.48528 -0.27932 0.434
```

Summary:
HOMO-LUMO gap (spin up / spin down) in eV: 6.248 / 6.248
M in g/mol: 447.33
Charge: +1
Highest occupied orbital energy (spin up / spin down) in eV: -10.99 / -10.99
ΔE to the lowest compared entry with this formula, charge and spin in kcal/mol: 16.4
Strongest force on any atom in eV Å⁻¹: 1.3